Density functional theory data (the ωB97M-V functional and the def2-TZVPD basis) for a single C5H8O molecule.

Geometry as XYZ:
```
14
C5H8O | the Open Molecules 2025 dataset | the ωB97M-V functional and the def2-TZVPD basis
C 1.77126 -0.45894 0.17967
C 0.50323 0.32785 -0.08780
C -0.66838 -0.20015 -0.96843
C -1.69008 0.36327 0.05647
C -0.52342 0.35643 1.03980
O -0.42539 0.17166 2.22441
H 2.27950 -0.03106 1.05015
H 1.53989 -1.50235 0.41753
H 2.46488 -0.43917 -0.66635
H 0.73253 1.35941 -0.38934
H -0.73126 0.16605 -1.99542
H -0.69054 -1.29415 -0.97569
H -1.98243 1.39306 -0.18005
H -2.57722 -0.21867 0.31687
```

Calculated values
HOMO energy = -9.446 eV
Energy above the lowest of the compared OMol25 structures with the same formula, charge and spin = 0.8077 eV
Net charge = 0
SMILES string = C[C@H]1CCC1=O
Maximum force = 0.58 eV/Å

---

Density functional theory data (the ωB97M-V functional and the def2-TZVPD basis) for 2 unconnected molecules or ions with the total composition CHN3S2 in a non-equilibrium geometry.

Geometry as XYZ:
```
7
CHN3S2 | the Open Molecules 2025 dataset | the ωB97M-V functional and the def2-TZVPD basis
C 3.69674 -0.19702 -0.00035
N 1.78361 0.74169 -1.51700
N 1.09439 0.68497 -0.65684
N 0.24117 0.24500 0.11781
S 3.92998 1.12671 0.76882
S 3.56721 -1.67642 -0.39341
H 0.38424 0.67298 1.05491
```

Calculated values
HOMO energy = -9.722 eV
Energy above the lowest of the compared OMol25 structures with the same formula, charge and spin = 1.0384 eV
Net charge = 0
Maximum force = 2.66 eV/Å

---

Density functional theory data (the ωB97M-V functional and the def2-TZVPD basis) for 2 unconnected molecules or ions with the total composition C9H11FN2O8S.

Geometry as XYZ:
```
32
C9H11FN2O8S | the Open Molecules 2025 dataset | the ωB97M-V functional and the def2-TZVPD basis
N -0.41263 0.32142 1.46573
C -0.09949 1.69599 1.47093
O 0.89788 2.10498 1.99854
C -0.98865 2.69375 0.73239
C -2.40016 2.23939 0.38105
N -3.11615 1.76548 1.56796
O -3.11469 2.64724 2.65615
S -4.67167 1.21590 1.25740
O -5.00439 1.41294 -0.11004
O -5.53491 1.56298 2.32086
F -4.34007 -0.30247 1.39268
H -1.40621 0.15582 1.37214
H 0.08001 -0.14835 0.71306
H -1.02428 3.58154 1.36366
H -0.47335 2.96760 -0.18816
H -2.33658 1.39258 -0.30371
H -2.94410 3.02681 -0.14766
H -3.16789 3.55014 2.30402
O 0.37403 -1.55130 -0.93936
C 1.52075 -1.93075 -1.12953
C 2.18999 -2.92543 -0.32442
C 3.45934 -3.25244 -0.61166
O 4.15601 -4.14746 0.06643
C 4.21477 -2.61235 -1.75169
O 5.36501 -2.96732 -1.92047
C 3.53120 -1.62814 -2.57063
C 2.26349 -1.30746 -2.28378
O 1.55381 -0.42452 -2.97532
H 1.64288 -3.37318 0.49298
H 5.04089 -4.18086 -0.34830
H 4.07347 -1.18482 -3.39347
H 0.67170 -0.39767 -2.55776
```

Calculated values
HOMO energy = -10.034 eV
Energy above the lowest of the compared OMol25 structures with the same formula, charge and spin = 0.0000 eV
Net charge = 0
SMILES string = NC(=O)CCN(O)S(=O)(=O)F.O=C1C=C(O)C(=O)C=C1O
Maximum force = 0.84 eV/Å

---

Density functional theory data (the ωB97M-V functional and the def2-TZVPD basis) for a single C16H16N4O molecule.

Geometry as XYZ:
```
37
C16H16N4O | the Open Molecules 2025 dataset | the ωB97M-V functional and the def2-TZVPD basis
C -2.54059 2.17079 -1.21004
C -2.25132 1.08983 -0.17664
C -0.98214 1.36425 0.64434
C 0.25548 1.47153 -0.18165
N 0.62584 2.72932 -0.60149
N 1.73243 2.58645 -1.42683
C 2.22446 1.29869 -1.32216
O 3.28689 0.91647 -1.76625
C 1.20504 0.57558 -0.56808
C 1.40326 -0.89313 -0.32290
C 0.71201 -1.37741 0.92599
C 1.34421 -1.17046 2.14819
C 0.74876 -1.57299 3.32892
C -0.48880 -2.19483 3.30568
C -1.12546 -2.40505 2.09566
C -0.53092 -1.99851 0.91253
C 1.01018 -1.72414 -1.58205
C 2.02004 -1.67428 -2.62534
N 2.77957 -1.70667 -3.47593
C -0.22849 -1.26387 -2.16582
N -1.20288 -0.88253 -2.62573
H -1.78689 2.16366 -1.99422
H -2.57532 3.15614 -0.74646
H -3.50271 1.98402 -1.67960
H -2.15659 0.13295 -0.68789
H -3.08864 1.01887 0.52012
H -1.10764 2.30864 1.18065
H -0.85996 0.56988 1.37988
H -0.07814 3.40035 -0.88151
H 2.30987 3.38966 -1.62256
H 2.48704 -1.03120 -0.20039
H 2.31028 -0.68699 2.16798
H 1.25342 -1.40540 4.26868
H -0.95369 -2.51407 4.22622
H -2.09148 -2.88676 2.06740
H -1.05749 -2.15966 -0.01684
H 0.90038 -2.77915 -1.29188
```

Calculated values
HOMO energy = -8.609 eV
Energy above the lowest of the compared OMol25 structures with the same formula, charge and spin = 2.8648 eV
Net charge = 0
SMILES string = CCCc1[nH][nH]c(=O)c1[C@@H](c1ccccc1)C(C#N)C#N
Maximum force = 0.74 eV/Å

---

Density functional theory data (the ωB97M-V functional and the def2-TZVPD basis) for a single C5H4N2O2 molecule in a non-equilibrium geometry.

Geometry as XYZ:
```
13
C5H4N2O2 | the Open Molecules 2025 dataset | the ωB97M-V functional and the def2-TZVPD basis
O -2.33615 -1.07720 0.84232
C -1.28103 -0.54347 0.95042
C -0.06748 -1.11159 1.57840
C 0.98220 -0.57860 0.96277
N 0.49765 0.62027 0.36139
C 0.91730 0.96341 -1.04057
C -0.17993 1.16665 -1.75006
O -1.34968 0.83616 -1.00399
N -0.86799 0.65400 0.32390
H -0.05221 -2.07517 2.01165
H 2.13012 -0.95055 0.65711
H 2.06214 0.71436 -1.03322
H -0.45495 1.38171 -2.86010
```

Calculated values
HOMO energy = -8.158 eV
Energy above the lowest of the compared OMol25 structures with the same formula, charge and spin = 5.6851 eV
Net charge = 0
SMILES string = O=c1ccn2ccon12
Maximum force = 4.65 eV/Å

---

Density functional theory data (the ωB97M-V functional and the def2-TZVPD basis) for 2 unconnected molecules or ions with the total composition C4H10N2O2 in a non-equilibrium geometry.

Geometry as XYZ:
```
18
C4H10N2O2 | the Open Molecules 2025 dataset | the ωB97M-V functional and the def2-TZVPD basis
C -1.45114 -0.57540 1.31924
C -0.80123 0.49251 2.12392
N 0.53759 0.69419 1.91947
O -1.43938 1.20431 2.88556
H -2.49948 -0.32655 1.21500
H -1.30211 -1.59568 1.67241
H -0.92320 -0.65816 0.36235
H 1.15711 1.22015 2.51873
H 0.97124 -0.06701 1.42449
C 1.40356 -0.72094 -3.23587
C 0.78779 -0.44876 -1.87723
N -0.04916 0.61809 -1.87504
O 0.85773 -1.20887 -0.93993
H 2.25726 -1.38785 -3.19071
H 1.67048 0.18566 -3.78412
H 0.65374 -1.15297 -3.90279
H -0.44766 0.86553 -0.97383
H -0.08169 1.30646 -2.57655
```

Calculated values
HOMO energy = -9.532 eV
Energy above the lowest of the compared OMol25 structures with the same formula, charge and spin = 0.5088 eV
Net charge = 0
SMILES string = CC(N)=O.CC(N)=O
Maximum force = 2.09 eV/Å

---

Question: Look up the net charge of the fourth one.
Answer: 0

---

Question: The lowest maximum force belongs to which entry?
Answer: C5H8O

---

Question: Look up the net charge of the third one.
Answer: 0